No. 1
Density functional theory data (ωB97M-V with the def2-TZVPD basis set) for a molecular structure, C4H16BBaN5O11 at a distorted geometry.

XYZ file:
```
38
Properties=species:S:1:pos:R:3:forces:R:3:mulliken_charge:R:1
Ba 3.6898 -2.7807 -1.4891 -1.1 1.4 1.5 1.68
B 4.7604 -1.5298 0.7938 0.0 0.7 0.7 -0.03
H 5.2566 -2.4874 0.4098 1.2 -1.9 -0.9 -0.35
H 4.5698 -0.7461 -0.0275 -0.1 1.1 -2.0 -0.15
H 3.7034 -1.7699 1.1787 -1.7 -0.8 0.5 -0.06
H 5.3918 -1.0259 1.6207 0.7 0.3 0.8 -0.16
N 1.0850 -0.9742 -0.4161 -0.8 -1.4 -0.8 1.19
O 1.1425 -2.2085 -0.1348 0.6 -0.1 0.2 -0.76
O 0.2917 -0.2434 0.1436 0.5 0.3 0.0 -0.50
O 1.7754 -0.6107 -1.4114 0.7 0.4 0.0 -0.77
C 1.8172 2.6123 -1.8996 -0.1 -0.8 -0.2 -0.33
N 1.7279 3.9598 -2.5054 0.9 -0.2 0.3 0.95
O 1.4934 4.0160 -3.6874 -0.3 0.0 -0.5 -0.55
O 1.9290 4.9074 -1.7862 -0.1 0.5 0.4 -0.55
H 2.0439 1.9111 -2.6948 -0.3 0.0 -0.1 0.27
H 0.8381 2.4158 -1.4772 0.0 -0.2 0.0 -0.10
H 2.5779 2.5026 -1.1343 0.0 0.6 0.1 0.30
C -1.9336 -2.0119 -1.5354 1.3 0.2 -0.1 -0.57
N -2.9017 -2.5229 -2.5256 -1.7 -0.3 0.8 0.91
O -3.5263 -1.7424 -3.2158 0.6 0.2 -0.1 -0.55
O -3.1369 -3.7190 -2.4872 0.5 0.0 -0.2 -0.55
H -1.3276 -1.2596 -2.0395 0.0 0.0 0.0 0.17
H -1.3341 -2.8536 -1.2059 0.1 0.0 -0.1 0.28
H -2.3586 -1.5546 -0.6451 -0.7 0.0 -0.3 0.27
C -1.2375 -0.4270 3.6244 0.2 0.3 -1.4 -0.56
N -2.1904 -1.3568 4.2527 0.2 0.2 0.9 0.92
O -2.0299 -1.6137 5.4227 0.4 -0.2 0.7 -0.56
O -3.1205 -1.7472 3.6009 -0.4 -0.2 -0.9 -0.54
H -0.7602 -0.9099 2.7700 -0.3 -0.2 0.0 0.20
H -0.4427 -0.0542 4.2569 -0.4 -0.1 0.6 0.33
H -1.8765 0.3520 3.2131 0.2 0.2 0.1 0.19
C -1.6878 2.2084 0.0698 -0.2 0.7 -0.6 -0.67
N -3.0175 1.5663 0.2358 -0.1 -0.5 0.4 0.91
O -4.0168 2.2146 0.0225 0.2 0.2 -0.3 -0.55
O -3.0217 0.4294 0.6678 0.1 -0.2 -0.1 -0.51
H -1.1100 1.7771 -0.7416 -0.3 -0.5 0.0 0.11
H -1.1414 2.0438 0.9900 0.0 0.3 0.1 0.28
H -1.9224 3.2328 -0.2133 0.3 0.1 0.5 0.37
```
Positions in Å, forces in eV/Å.

Calculated values
E_LUMO: -2.186 eV
Orbital gap: 8.51 eV
Highest occupied orbital energy: -10.7 eV

=====

No. 2
Density functional theory data (ωB97M-V with the def2-TZVPD basis set) for C6H10N2 in the gas phase at a distorted geometry.

XYZ file:
```
18
Properties=species:S:1:pos:R:3:forces:R:3:mulliken_charge:R:1
C 1.3726 0.1233 -0.6606 -0.2 -0.9 -4.4 -0.66
C 0.2713 -1.0753 -0.6805 -0.9 3.7 -0.5 -0.25
C -0.9593 -1.1876 -1.5734 -0.7 0.8 1.1 -0.49
N -0.9265 -0.2510 -0.4347 -0.2 -3.6 -4.5 -0.15
C -1.3278 0.1932 0.8185 1.2 0.6 1.1 -0.72
C 0.1016 0.4603 1.3109 -1.3 2.0 -0.2 -0.03
N 0.8016 1.7365 1.4921 2.3 -1.1 2.3 -0.62
C 0.7739 1.1419 0.1619 -3.0 2.1 1.2 0.03
H 1.4980 0.6161 -1.7171 0.1 -1.5 1.6 0.20
H 2.2578 -0.2992 -0.3262 2.1 -0.5 0.6 0.35
H 0.3884 -1.8910 0.0130 0.4 -0.4 0.1 0.29
H -1.1647 -0.8223 -2.5988 0.8 0.4 0.7 0.21
H -1.5133 -2.0989 -1.4708 -0.2 -0.8 0.4 0.26
H -1.9303 1.0557 0.6754 -0.6 1.0 0.3 0.35
H -1.7442 -0.4447 1.5349 -1.3 -1.6 0.8 0.40
H 0.5297 -0.4384 1.7176 0.5 -0.1 0.1 0.31
H 1.6346 1.4150 2.0846 -1.1 1.0 -1.1 0.29
H -0.0634 1.7665 -0.3468 2.1 -1.1 0.4 0.23
```
Positions in Å, forces in eV/Å.

Calculated values
E_LUMO: 1.100 eV
Orbital gap: 9.29 eV
Highest occupied orbital energy: -8.2 eV

=====

No. 3
Density functional theory data (ωB97M-V with the def2-TZVPD basis set) for C5H9NS in the gas phase at a distorted geometry.

XYZ file:
```
16
Properties=species:S:1:pos:R:3:forces:R:3:mulliken_charge:R:1
S -3.0340 -0.1723 -0.0012 0.9 1.2 0.6 -0.25
C -1.2466 -0.0705 0.4669 -1.2 -0.2 -1.0 -0.40
C -0.3029 0.6699 -0.4603 -1.8 0.4 -0.5 0.03
C 0.9743 1.0597 0.1546 3.0 1.5 -1.4 -0.84
N 1.9166 -0.0806 0.0789 -0.9 -0.5 -0.1 -0.48
C 1.0102 -1.2488 0.1928 0.3 -0.4 -1.3 -0.75
C -0.3494 -0.8238 -0.4954 0.6 -0.5 0.8 -0.24
H -3.3079 1.1587 0.2409 0.1 -0.9 -0.2 0.12
H -1.0781 -0.0743 1.5443 0.2 -0.1 -0.3 0.35
H -0.7275 1.3362 -1.2282 0.1 -0.7 0.3 0.41
H 1.5097 1.8945 -0.4040 -1.0 -0.7 0.6 0.35
H 0.8761 1.3963 1.1570 -0.1 0.2 1.1 0.31
H 2.2267 -0.1032 -0.8896 0.2 0.1 0.1 0.30
H 1.5079 -2.1372 -0.2850 -0.7 0.7 0.6 0.34
H 0.8466 -1.4225 1.2481 -0.1 -0.3 0.2 0.31
H -0.8215 -1.3820 -1.3197 0.4 0.3 0.6 0.43
```
Positions in Å, forces in eV/Å.

Calculated values
E_LUMO: 0.962 eV
Orbital gap: 9.98 eV
Highest occupied orbital energy: -9.0 eV

=====

- The lowest orbital gap belongs to which entry?
  C4H16BBaN5O11

=====

- Among the records above, which one has the lowest E_LUMO?
  C4H16BBaN5O11